No. 1
# C63H59AsF3KN4OS4Sb3

A structure of composition C63H59AsF3KN4OS4Sb3 at a distorted geometry (the ωB97M-V functional and the def2-TZVPD basis, OMol25).

```
139
Properties=species:S:1:pos:R:3:lowdin_charge:R:1
K -0.37 -1.74 -1.10 0.3538
C -0.68 -3.16 -4.00 -0.0481
C 0.80 -2.98 -3.83 -0.3412
C 1.61 -2.53 -4.87 -0.0463
C 2.95 -2.31 -4.64 -0.0898
C 3.47 -2.59 -3.39 -0.1308
C 2.62 -3.09 -2.41 -0.4432
N 1.32 -3.27 -2.63 0.0296
Sb 3.53 -3.98 -0.65 1.4762
C 3.95 -2.22 0.50 -0.4651
C 5.25 -2.08 0.98 -0.1505
C 5.56 -0.95 1.73 -0.0816
C 4.56 -0.03 1.97 -0.0303
C 3.28 -0.25 1.46 -0.3216
C 2.18 0.72 1.76 -0.0613
N 2.99 -1.33 0.74 0.1156
C 1.81 -4.72 0.38 -0.4766
C 1.09 -5.71 -0.28 -0.1498
C 0.11 -6.40 0.42 -0.1205
C -0.10 -6.05 1.74 -0.0619
C 0.62 -5.01 2.31 -0.3418
C 0.31 -4.55 3.70 -0.0367
N 1.59 -4.37 1.64 0.0859
H -0.92 -3.52 -5.00 0.0881
H -1.08 -3.86 -3.26 0.0111
H -1.19 -2.20 -3.86 0.0455
H 1.17 -2.34 -5.85 0.1126
H 3.59 -1.93 -5.43 0.1039
H 4.53 -2.44 -3.18 0.0875
H 6.00 -2.83 0.76 0.0699
H 6.56 -0.80 2.12 0.0985
H 4.75 0.86 2.55 0.1163
H 2.03 0.75 2.84 0.0326
H 2.44 1.72 1.42 0.0672
H 1.26 0.41 1.27 0.0326
H 1.28 -5.94 -1.32 0.0883
H -0.49 -7.15 -0.06 0.0810
H -0.87 -6.54 2.32 0.1032
H 1.22 -4.39 4.28 0.0679
H -0.23 -3.60 3.64 0.0611
H -0.33 -5.26 4.22 0.0746
S -5.62 -4.12 0.79 -0.3720
Sb -3.34 -4.37 0.63 0.0112
S -2.54 -5.28 -1.35 -0.2670
S -2.21 -2.35 1.11 -0.2950
N -1.05 1.26 0.16 0.1217
C -1.29 2.60 -0.10 -0.2769
C -2.60 3.09 -0.03 -0.0511
C -2.88 4.43 -0.23 -0.1144
C -1.85 5.32 -0.49 -0.1165
C -0.55 4.84 -0.56 -0.0564
C -0.23 3.50 -0.38 -0.1407
C 1.19 3.05 -0.48 -0.2246
C 2.18 3.85 0.10 -0.0715
C 3.52 3.55 -0.06 -0.1154
C 3.88 2.40 -0.76 -0.1102
C 2.89 1.59 -1.29 -0.1260
C 1.53 1.89 -1.20 -0.1866
H -1.84 0.64 0.02 0.0343
H -0.19 0.93 -0.26 0.0193
H -3.40 2.39 0.17 0.1012
H -3.91 4.77 -0.18 0.0950
H -2.05 6.37 -0.64 0.0859
H 0.26 5.53 -0.79 0.1051
H 1.89 4.73 0.67 0.1025
H 4.28 4.19 0.37 0.0875
H 4.93 2.14 -0.88 0.0930
H 3.19 0.69 -1.84 0.0987
F -5.36 -1.12 7.35 0.0267
C -4.34 -0.89 6.48 -0.2913
C -4.26 -1.64 5.33 -0.0064
C -3.21 -1.40 4.45 -0.1236
C -2.25 -0.42 4.73 -0.3687
C -2.38 0.33 5.90 -0.1319
C -3.42 0.10 6.79 -0.0299
Sb -0.63 -0.09 3.34 1.5171
C 0.98 -0.54 4.72 -0.3698
C 1.88 -1.52 4.29 -0.1501
C 2.99 -1.87 5.06 -0.0112
C 3.17 -1.23 6.27 -0.2876
F 4.25 -1.56 7.03 0.0282
C 2.31 -0.25 6.73 -0.0224
C 1.22 0.08 5.94 -0.1187
C -0.63 2.05 3.66 -0.3738
C -1.80 2.74 3.35 -0.1273
C -1.83 4.13 3.32 -0.0165
C -0.67 4.82 3.60 -0.2872
F -0.69 6.18 3.58 0.0318
C 0.51 4.18 3.91 -0.0188
C 0.52 2.79 3.93 -0.1236
H -5.01 -2.39 5.11 0.1201
H -3.15 -1.96 3.53 0.0084
H -1.68 1.12 6.12 0.0828
H -3.53 0.67 7.70 0.1075
H 1.75 -2.00 3.33 0.0807
H 3.69 -2.62 4.72 0.1194
H 2.51 0.23 7.68 0.1096
H 0.55 0.86 6.30 0.0872
H -2.71 2.20 3.11 0.1057
H -2.73 4.67 3.06 0.1156
H 1.40 4.76 4.11 0.1120
H 1.45 2.28 4.16 0.0858
C -4.13 0.73 -3.12 -0.3234
As -3.50 -0.78 -2.02 1.0487
C -4.46 -2.14 -3.05 -0.3179
C -4.83 -0.54 -0.60 -0.3453
H -5.22 0.68 -3.21 0.0173
H -3.68 0.67 -4.11 -0.0079
H -3.84 1.67 -2.66 0.0107
H -5.50 -1.82 -3.18 0.0213
H -4.42 -3.10 -2.53 -0.0180
H -3.99 -2.25 -4.02 0.0120
H -5.77 -0.20 -1.04 0.0191
H -4.48 0.19 0.13 -0.0021
H -4.99 -1.48 -0.08 -0.0602
O 0.24 -0.11 -2.70 -0.6709
S 0.06 1.39 -2.86 0.9485
C 1.40 2.05 -3.86 -0.3608
C 2.23 1.18 -4.54 -0.0688
C 3.27 1.68 -5.30 -0.0801
C 3.48 3.05 -5.39 -0.1047
C 2.63 3.92 -4.71 -0.0831
C 1.60 3.42 -3.93 -0.0651
C -0.99 1.33 -4.43 -0.3195
C -1.07 0.26 -5.30 -0.0817
C -1.89 0.32 -6.42 -0.0903
C -2.63 1.47 -6.68 -0.1143
C -2.54 2.55 -5.81 -0.1038
C -1.73 2.47 -4.69 -0.1161
H 2.05 0.12 -4.43 0.0845
H 3.93 1.00 -5.83 0.0932
H 4.29 3.44 -5.98 0.0895
H 2.80 4.99 -4.76 0.0964
H 0.95 4.09 -3.37 0.1132
H -0.49 -0.63 -5.09 0.0728
H -1.97 -0.53 -7.09 0.0959
H -3.28 1.52 -7.55 0.0903
H -3.13 3.45 -6.00 0.0959
H -1.68 3.30 -3.99 0.1078
```

Output
Expectation value of S²: 0.760
Calculated total energy in eV: -222567.900
Total charge: -2
Kohn-Sham gap (alpha / beta) in eV: 4.747 / 5.708
Spin multiplicity: 2
HOMO level (alpha / beta) in eV: -1.368 / -2.331
LUMO (alpha / beta) in hartree: 0.1241 / 0.1241

***

No. 2
# C16H22N2O

The molecule C16H22N2O at a distorted geometry (the ωB97M-V functional and the def2-TZVPD basis, OMol25).

```
41
Properties=species:S:1:pos:R:3:lowdin_charge:R:1
O 1.78 2.81 -2.33 -0.0611
C -1.56 -1.47 0.25 -0.2111
C -0.67 -0.57 0.78 -0.1006
C 0.33 1.13 -3.02 -0.0338
C 0.72 1.28 -0.64 0.0464
C -0.58 0.09 -2.86 -0.0038
C 0.96 1.77 -1.96 -0.2736
C -0.16 0.18 -0.43 -0.0739
C -0.82 -0.36 -1.55 -0.1686
N -1.71 -1.33 -1.10 -0.0212
N 1.26 -0.50 4.00 0.0131
C 2.69 5.04 -1.86 -0.0827
C 2.20 3.74 -1.28 -0.2469
C -2.43 -2.52 0.81 -0.0972
C -2.73 -2.18 -1.63 -0.1144
C -2.88 -3.23 -0.48 -0.1419
C 1.15 -2.42 2.51 -0.0598
C -0.37 -0.35 2.24 -0.1286
C 1.02 -0.90 2.60 -0.4423
H 0.55 1.51 -4.00 0.1085
H 1.17 1.77 0.20 0.0918
H -1.17 -0.33 -3.70 0.1187
H 0.59 -0.91 4.65 0.0695
H 1.29 0.51 4.07 0.0652
H 3.65 4.93 -2.42 0.0858
H 2.88 5.81 -1.09 0.0824
H 1.95 5.41 -2.57 0.0714
H 2.99 3.27 -0.70 0.1172
H 1.39 3.97 -0.57 0.1181
H -1.92 -3.26 1.47 0.1238
H -3.30 -2.07 1.32 0.1211
H -3.68 -1.58 -1.71 0.1373
H -2.44 -2.67 -2.54 0.1148
H -3.87 -3.63 -0.44 0.0950
H -2.21 -4.07 -0.64 0.1078
H 2.20 -2.66 2.65 0.0765
H 0.89 -2.79 1.51 0.0779
H 0.57 -2.93 3.23 0.0597
H -0.39 0.73 2.42 0.1165
H -1.11 -0.80 2.87 0.1075
H 1.76 -0.45 1.94 0.1357
```

Output
ΔE to the lowest compared entry with this formula, charge and spin in eV: 1.935
Calculated total energy in eV: -21976.428
SMILES: CCOc1ccc2c(c1)c(C[C@H](C)N)c1n2CCC1
Kohn-Sham gap in eV: 8.174
HOMO level in eV: -7.331
LUMO in hartree: 0.0310

***

No. 3
# C9H7AuN3O5

A structure of composition C9H7AuN3O5 at a distorted geometry (the ωB97M-V functional and the def2-TZVPD basis, OMol25).

```
25
Properties=species:S:1:pos:R:3:lowdin_charge:R:1
Au -0.10 -0.77 -1.97 1.1306
O -0.07 2.84 -3.95 0.1591
C -0.09 1.85 -3.41 0.0197
C 1.51 -1.70 -1.52 -0.1325
O 2.50 -2.23 -1.23 0.2836
C -1.74 -1.67 -1.53 -0.1351
O -2.74 -2.18 -1.26 0.2828
C -0.11 -1.75 -3.62 -0.1187
O -0.11 -2.33 -4.62 0.3060
C 0.31 3.05 1.77 0.0977
N 0.14 1.59 1.53 0.0606
C 0.07 0.70 2.53 0.0886
C -0.06 -0.61 2.30 0.1687
C -0.12 -1.14 0.97 -0.3359
N -0.07 -0.25 0.02 -0.0124
C 0.07 1.15 0.19 -0.3299
O 0.15 1.97 -0.76 0.1213
N -0.20 -2.45 0.81 0.2567
H -0.54 3.60 1.36 0.1406
H 1.24 3.39 1.33 0.1395
H 0.35 3.22 2.85 0.1288
H 0.13 1.08 3.56 0.1924
H -0.10 -1.32 3.13 0.1751
H -0.24 -3.11 1.61 0.1894
H -0.19 -2.95 -0.10 0.1232
```

Output
Expectation value of S²: 2.041
Calculated total energy in eV: -27809.122
Total charge: +3
Kohn-Sham gap (alpha / beta) in eV: 8.174 / 6.980
Spin multiplicity: 3
HOMO level (alpha / beta) in eV: -20.446 / -22.614
LUMO (alpha / beta) in hartree: -0.4510 / -0.5745

***

No. 4
# C7H10ClN3O2

A cluster of 2 separate species, C7H10ClN3O2 in total at a distorted geometry (the ωB97M-V functional and the def2-TZVPD basis, OMol25).

```
23
Properties=species:S:1:pos:R:3:lowdin_charge:R:1
C -2.63 0.47 1.11 -0.0526
C -2.16 -1.82 0.62 -0.1910
C -2.01 0.86 -0.09 -0.5994
C 1.75 1.00 0.83 -0.6424
C -2.75 -0.90 1.45 -0.0794
C -1.35 -0.16 -0.74 -0.4219
C 0.37 -0.95 -2.20 -0.0739
N -1.46 -1.47 -0.42 0.1192
N 2.78 0.88 1.70 0.1162
N 0.75 0.18 0.79 0.1474
O 1.88 1.99 -0.01 0.1051
O -0.49 0.12 -1.78 -0.1402
Cl -1.82 2.46 -0.72 0.7257
H -2.95 1.21 1.72 0.0652
H -2.42 -2.88 0.82 0.1129
H 1.09 2.08 -0.54 0.0905
H -3.37 -1.43 2.30 0.1340
H 0.66 -1.55 -1.32 0.0785
H 1.22 -0.38 -2.57 0.0914
H -0.08 -1.55 -2.97 0.0784
H 3.03 -0.11 1.92 0.1253
H 3.45 1.70 1.55 0.1419
H 0.81 -0.58 1.47 0.0691
```

Output
ΔE to the lowest compared entry with this formula, charge and spin in eV: 0.000
Calculated total energy in eV: -28507.943
SMILES: COc1ncccc1Cl.[H]/N=C(\N)O
Kohn-Sham gap in eV: 9.183
HOMO level in eV: -8.495
LUMO in hartree: 0.0253

***

Repeat the fourth record exactly.
# C7H10ClN3O2

A cluster of 2 separate species, C7H10ClN3O2 in total at a distorted geometry (the ωB97M-V functional and the def2-TZVPD basis, OMol25).

```
23
Properties=species:S:1:pos:R:3:lowdin_charge:R:1
C -2.63 0.47 1.11 -0.0526
C -2.16 -1.82 0.62 -0.1910
C -2.01 0.86 -0.09 -0.5994
C 1.75 1.00 0.83 -0.6424
C -2.75 -0.90 1.45 -0.0794
C -1.35 -0.16 -0.74 -0.4219
C 0.37 -0.95 -2.20 -0.0739
N -1.46 -1.47 -0.42 0.1192
N 2.78 0.88 1.70 0.1162
N 0.75 0.18 0.79 0.1474
O 1.88 1.99 -0.01 0.1051
O -0.49 0.12 -1.78 -0.1402
Cl -1.82 2.46 -0.72 0.7257
H -2.95 1.21 1.72 0.0652
H -2.42 -2.88 0.82 0.1129
H 1.09 2.08 -0.54 0.0905
H -3.37 -1.43 2.30 0.1340
H 0.66 -1.55 -1.32 0.0785
H 1.22 -0.38 -2.57 0.0914
H -0.08 -1.55 -2.97 0.0784
H 3.03 -0.11 1.92 0.1253
H 3.45 1.70 1.55 0.1419
H 0.81 -0.58 1.47 0.0691
```

Output
ΔE to the lowest compared entry with this formula, charge and spin in eV: 0.000
Calculated total energy in eV: -28507.943
SMILES: COc1ncccc1Cl.[H]/N=C(\N)O
Kohn-Sham gap in eV: 9.183
HOMO level in eV: -8.495
LUMO in hartree: 0.0253

***

- The highest calculated total energy belongs to which entry?
  C16H22N2O

***

- Which value of calculated total energy does entry 3 give?
  -27809.122 eV

***

- What is the formula in the second record?
  C16H22N2O